Record 1
Entry from the OMol25 dataset: a structure of composition C40H40N5O2PdSTe (ωB97M-V with the def2-TZVPD basis set).

The gap between HOMO and LUMO comes out at 0.1948 hartree. Its total energy is -75283.267 eV. The HOMO energy is -3.025 eV. The net charge is -1.

The geometry in XYZ format:
```
90
Properties=species:S:1:pos:R:3:forces:R:3
Pd 0.86867 -0.01756 0.11673 0.3 0.1 -0.4
C -5.02663 -4.55552 1.47696 0.1 0.1 -0.1
C -4.05953 -3.42517 1.26286 -0.3 0.0 0.2
C -4.19769 -2.22660 1.93613 0.1 -0.1 -0.1
C -3.32420 -1.15759 1.75401 0.3 0.0 -0.2
C -3.48072 0.03427 2.56335 0.0 0.2 -0.3
O -3.14531 1.17194 2.23474 -0.2 -0.2 0.3
C -4.11441 -0.11565 3.91758 -0.1 0.2 0.4
C -4.79186 0.98696 4.43496 0.0 0.0 -0.1
C -5.40104 0.93181 5.67338 -0.1 0.0 0.1
C -5.32151 -0.22637 6.43048 0.0 0.0 0.1
C -4.59833 -1.30746 5.95360 -0.1 -0.1 0.2
C -4.00003 -1.25581 4.70799 0.1 0.1 -0.1
C -2.24056 -1.23021 0.76717 -0.4 -0.1 0.1
O -1.53493 -0.25011 0.49538 -0.3 0.1 0.0
C -2.07935 -2.54305 0.13573 -0.3 0.0 0.2
C -2.99198 -3.55848 0.38519 0.1 0.3 0.0
C -0.98090 -2.82323 -0.76622 0.6 0.1 -0.4
N -0.05803 -1.97559 -1.05268 -0.2 0.0 0.0
C 1.05035 -2.35593 -1.89829 0.1 -0.2 -0.4
C 2.19073 -2.99222 -1.11817 0.0 0.3 0.2
Te 3.07638 -1.72101 0.42577 -0.4 -0.5 -0.1
C 1.42645 -1.87569 1.80317 0.6 0.1 -0.2
C 0.89286 -3.13510 2.03109 0.0 -0.2 -0.1
C -0.11365 -3.31364 2.96050 0.0 -0.1 0.0
C -0.57703 -2.22964 3.68443 -0.1 0.1 0.1
C -0.04701 -0.96924 3.46358 -0.1 0.0 0.1
C 0.96704 -0.78230 2.53443 0.4 0.2 0.4
C -0.92776 -4.19638 -1.37906 0.2 -0.1 -0.2
C -1.34059 -4.38240 -2.69574 -0.1 0.0 0.2
C -1.19580 -5.61240 -3.31319 0.0 0.0 -0.1
C -0.62072 -6.67249 -2.63134 -0.1 -0.1 -0.1
C -0.21738 -6.50399 -1.31678 0.1 -0.1 0.0
C -0.36766 -5.27363 -0.69878 -0.1 0.1 0.0
H -5.74760 -4.30296 2.25174 -0.1 0.0 0.1
H -4.50211 -5.46095 1.78144 0.0 -0.1 0.0
H -5.57298 -4.78155 0.56126 -0.1 -0.1 0.0
H -5.04329 -2.10365 2.60366 0.0 0.0 0.0
H -4.82801 1.89214 3.84528 0.0 0.0 -0.1
H -5.94023 1.79087 6.05056 0.0 0.0 0.0
H -5.81005 -0.28560 7.39336 0.0 0.0 0.1
H -4.50106 -2.20297 6.55279 0.0 0.0 0.0
H -3.43610 -2.10207 4.34695 0.0 0.0 0.0
H -2.88824 -4.50627 -0.12910 0.1 0.0 0.0
H 1.41769 -1.45238 -2.39699 -0.1 -0.3 0.1
H 0.75335 -3.07155 -2.68462 0.1 0.2 0.1
H 3.00519 -3.23296 -1.79721 0.2 0.0 0.0
H 1.84753 -3.91098 -0.64842 0.1 0.0 0.1
H 1.29965 -3.98774 1.50110 0.0 0.0 0.0
H -0.52400 -4.30173 3.12555 0.0 0.0 0.0
H -1.32799 -2.37592 4.44643 -0.1 0.0 0.0
H -0.41561 -0.11803 4.01713 -0.1 0.1 0.0
H 1.44051 0.19703 2.43551 -0.2 -0.4 0.1
H -1.77660 -3.55432 -3.23687 0.0 0.1 0.0
H -1.52089 -5.73459 -4.33788 0.0 0.0 0.0
H -0.50526 -7.62998 -3.12189 0.0 0.0 0.0
H 0.22574 -7.33138 -0.77502 0.0 0.0 0.0
H -0.06439 -5.15023 0.33093 0.0 0.1 0.1
N 2.52534 -0.08735 -5.90220 0.0 0.0 0.1
C 2.60062 0.20991 -4.79163 -0.1 -0.3 -1.2
C 2.69939 0.61038 -3.45111 0.0 0.4 1.4
C 3.95017 0.81559 -2.84380 -0.3 0.0 0.3
C 3.96573 1.29612 -1.54502 0.0 0.0 -0.4
C 2.76839 1.60913 -0.91405 -0.1 0.2 0.1
N 1.55693 1.37947 -1.47667 0.3 0.1 0.1
C 1.54013 0.86472 -2.70526 0.4 0.2 -0.4
H 4.85785 0.64432 -3.40177 0.1 -0.1 0.0
H 4.89962 1.46558 -1.02966 0.1 0.0 0.0
H 2.76763 2.12844 0.04344 -0.2 -0.1 -0.2
H 0.56239 0.70094 -3.15051 0.0 -0.1 0.1
C -3.83388 4.14675 0.87243 0.1 -0.1 -0.2
C -2.92061 3.59695 -0.22410 -0.2 0.2 -0.1
N -1.90074 2.75361 0.34324 -0.1 -0.3 -0.3
C -0.58565 2.90447 0.23468 0.2 0.7 0.6
S 0.42755 2.39198 1.46269 0.4 -0.2 0.5
N -0.03115 3.67167 -0.75190 -0.1 0.1 -0.2
C -0.40591 3.64725 -2.15273 -0.1 0.1 -0.2
C -0.19031 5.02604 -2.76516 -0.2 -0.3 0.1
H -4.56654 4.82769 0.44006 -0.1 0.0 0.0
H -3.24721 4.68607 1.61265 0.1 0.0 0.1
H -4.34844 3.33230 1.37325 -0.1 -0.1 0.1
H -2.45029 4.43958 -0.73746 0.0 -0.1 0.0
H -3.52577 3.02985 -0.94475 0.1 0.1 -0.1
H -2.21400 2.05428 1.02915 0.2 0.0 -0.2
H 0.97320 3.72244 -0.62402 -0.3 0.0 0.1
H -1.44028 3.32442 -2.25355 0.0 0.0 0.0
H 0.21160 2.91921 -2.68818 -0.1 0.1 0.1
H -0.80143 5.76944 -2.25951 -0.1 0.1 0.0
H -0.44427 5.01646 -3.82210 0.0 0.0 -0.2
H 0.85390 5.31240 -2.65888 0.1 0.1 0.0
```
Positions in Å, forces in eV/Å.

=====

Record 2
Entry from the OMol25 dataset: a cluster of 2 separate species, C10H18Br2F4N3O5S in total (ωB97M-V with the def2-TZVPD basis set).

The gap between HOMO and LUMO comes out at 0.2204 hartree. Its total energy is -187143.533 eV. The HOMO energy is -12.357 eV. The net charge is +1.

The geometry in XYZ format:
```
43
Properties=species:S:1:pos:R:3:forces:R:3
C -3.32859 -1.09978 -4.46870 -1.5 0.7 1.4
S -2.01298 -1.29503 -5.78843 -4.8 -1.9 -8.4
O -1.98759 -2.78237 -6.21409 1.3 4.2 3.0
O -2.53036 -0.49729 -7.04854 2.6 -1.9 5.5
N -0.45722 -0.60858 -5.39219 0.8 -2.9 2.6
C 0.29451 -1.40647 -4.34992 2.2 -0.1 2.4
N 0.76316 -0.64926 -3.10672 0.0 -2.4 -2.4
C -0.04178 -1.01622 -1.87989 -0.4 0.8 2.6
C -1.08966 0.22809 -1.60607 0.5 -0.1 -0.9
C -1.74355 0.24992 -0.10193 0.6 -0.6 -0.4
F -1.23218 -0.87721 0.71241 -1.1 3.1 -1.9
Br -3.73828 -0.05797 -0.34222 1.7 0.3 0.5
C -1.47816 1.70701 0.63691 -0.2 -1.1 2.1
F -0.03809 1.75220 1.00548 -4.7 0.1 -0.9
F -2.39166 1.72203 1.83125 3.4 0.1 -3.2
Br -2.05098 3.28848 -0.49085 0.9 -1.8 1.3
N 0.64366 -2.73330 -4.42592 -1.2 3.2 -0.9
F 1.36218 -3.38971 -3.45196 -1.2 1.3 -1.3
H -3.06293 -1.57881 -3.43277 -0.2 0.9 -2.1
H -4.31084 -1.64611 -4.87062 2.6 0.9 0.3
H -3.65634 0.04122 -4.34475 1.2 -2.4 -0.4
H 0.12156 -0.38797 -6.23306 -0.7 -0.2 0.5
H 1.78577 -0.87022 -2.92220 -1.6 0.0 -0.5
H 0.71808 -1.00053 -0.95927 -1.7 -0.2 -2.1
H -0.53973 -2.07487 -1.90764 0.9 2.0 0.0
H -1.95529 0.16892 -2.39570 1.7 0.2 1.7
H -0.48097 1.22056 -1.87016 -1.4 -2.2 1.0
H 0.38506 -3.30425 -5.26018 0.2 -0.1 0.8
C 4.44168 1.63435 5.24930 -0.2 0.2 -0.2
C 3.73767 0.42446 5.83799 0.7 0.0 -0.2
O 2.41280 0.76391 6.26570 -1.0 -0.1 -0.7
C 1.48250 0.84595 5.28383 0.3 0.1 -0.3
O 1.67445 0.65230 4.09254 -0.3 0.2 1.5
O 0.30294 1.20719 5.84809 1.0 -0.4 -0.3
C -0.74764 1.41734 4.90772 -0.4 0.1 -0.3
H 4.41605 2.47455 5.95088 0.1 -0.2 0.0
H 5.48334 1.39978 5.01299 -0.1 0.0 0.1
H 3.94902 1.97208 4.33221 0.1 -0.2 0.1
H 4.28114 0.08585 6.72681 -0.4 0.1 0.0
H 3.71753 -0.41500 5.13355 -0.2 0.2 0.1
H -0.87132 0.55176 4.24845 0.2 0.2 0.1
H -0.54888 2.32183 4.32448 0.0 -0.2 0.0
H -1.67808 1.56121 5.46320 0.4 0.0 0.1
```
Positions in Å, forces in eV/Å.

=====

Record 3
Entry from the OMol25 dataset: a structure of composition C20H24N8O4S4Sr (ωB97M-V with the def2-TZVPD basis set).

Its energy above the lowest of the compared OMol25 structures with the same formula, charge and spin is 0.0 kcal per mole. The gap between HOMO and LUMO comes out at 0.2138 hartree. Its total energy is -85419.945 eV. The HOMO energy is -2.121 eV. The net charge is -2.

The geometry in XYZ format:
```
61
Properties=species:S:1:pos:R:3:forces:R:3
Sr 0.51767 0.72475 0.06002 -0.1 0.5 1.3
C 5.07652 -2.87264 1.96455 0.7 0.1 -0.2
C 4.26300 -2.99889 3.05918 -1.0 0.0 0.9
C 3.00015 -2.44328 3.05053 -0.7 1.1 -1.5
C 2.63190 -1.59627 1.95330 0.6 -1.1 1.5
C 3.56040 -1.31231 0.94078 -1.4 0.2 0.3
C 4.71532 -2.04539 0.93313 0.9 0.6 -1.1
N 1.29827 -1.16435 1.83970 -2.3 0.4 0.8
N 0.53784 -1.40645 2.83273 3.2 -0.7 -0.7
C -0.81249 -1.21858 2.72434 -2.3 -0.2 -0.7
C -1.60881 -2.16843 3.42060 0.4 0.4 -0.1
C -2.94286 -2.30881 3.09171 -0.7 -0.2 -0.8
C -3.54134 -1.41848 2.17227 0.7 -0.3 0.8
C -2.76326 -0.37658 1.71294 -1.3 0.7 -0.7
C -1.40300 -0.30356 1.85058 1.8 0.7 -0.2
H 6.04637 -3.32259 1.90427 0.4 -0.4 0.2
H 4.55088 -3.48903 3.96734 0.4 -0.6 0.1
H 2.20314 -2.61372 3.78119 0.7 0.0 0.0
H 3.37912 -0.56024 0.16453 -0.2 -0.4 0.2
H 5.39509 -1.88105 0.09305 -0.1 -0.2 0.3
H -1.16373 -2.83284 4.14658 0.2 -0.1 0.1
H -3.50609 -3.17939 3.42326 0.1 0.2 0.3
H -4.55633 -1.50949 1.81486 -0.3 -0.2 0.3
H -3.26805 0.42554 1.14826 0.1 -0.4 -0.1
C -3.09229 -4.11253 -1.89699 -0.5 0.3 0.5
C -1.67247 -3.63460 -1.51282 -1.0 0.7 0.0
C -1.46191 -2.24107 -2.03970 -0.1 -0.1 -0.4
N -1.06991 -1.31428 -1.26999 0.0 0.7 0.0
N -1.04101 -0.04852 -1.84350 0.4 -0.4 1.4
C -1.35611 -0.06435 -3.06706 -0.8 -1.2 -2.4
N -1.43449 0.97512 -3.88157 0.1 0.8 -0.2
S -1.77802 -1.66114 -3.74492 0.3 -0.1 1.9
H -3.23094 -5.17521 -1.66550 0.0 0.2 -0.2
H -3.29730 -3.90492 -2.95228 0.1 -0.4 0.0
H -3.90866 -3.55780 -1.35781 1.0 -0.3 -0.2
H -0.89293 -4.25616 -1.91753 0.2 -0.6 -0.2
H -1.55868 -3.58551 -0.41353 0.0 0.0 -0.6
H -1.16892 1.88562 -3.50781 -0.1 0.3 -0.3
H -1.72209 0.87261 -4.84203 0.2 0.1 0.4
C -3.11133 3.79770 -0.77260 0.0 -1.7 0.0
N -1.69040 3.90836 -0.53529 -0.2 0.5 -0.1
C -0.76572 4.18038 -1.49592 0.1 -0.5 0.2
S -1.15623 4.26756 -3.18561 -0.1 0.3 0.7
N 0.45702 4.24830 -0.98533 0.7 0.2 -0.5
C 1.61823 4.73555 -1.75151 -0.5 -1.4 0.0
H -3.61706 3.38442 0.10651 0.4 0.2 0.1
H -3.25093 3.02067 -1.53986 -0.2 0.5 -0.1
H -3.64365 4.69382 -1.05617 0.2 0.5 -0.2
H -1.29828 3.89754 0.40662 -0.4 -0.1 -0.1
H 0.60916 3.80278 -0.00488 -0.2 0.7 -0.8
H 1.43896 4.51639 -2.81749 0.2 0.2 0.4
H 2.46475 4.12860 -1.39360 -0.1 0.6 -0.1
H 1.74158 5.80662 -1.60063 0.2 0.0 0.0
O 1.99594 1.41495 2.50520 -1.0 0.9 -1.9
S 1.85693 2.71838 1.76874 0.7 2.4 3.7
O 0.36124 3.02773 1.36609 1.0 -0.9 1.0
O 2.47054 2.69314 0.43997 0.8 -0.7 -0.6
O 2.42439 3.79566 2.67684 -1.4 -1.5 -2.1
S 3.25355 -0.82485 -3.92249 0.6 -0.8 -1.4
C 2.67621 -0.04353 -2.65980 -1.9 2.3 4.2
N 2.24111 0.52465 -1.68547 1.5 -1.9 -3.5
```
Positions in Å, forces in eV/Å.